C36H54O29V | ωB97M-V/def2-TZVPD

The geometry in XYZ format:
```
120
C36H54O29V ωB97M-V/def2-TZVPD
H 4.70 5.79 1.27
O -5.96 1.66 -0.54
O -4.91 5.48 7.45
H 5.01 -1.51 -7.04
O -4.96 3.21 7.12
O 8.56 -4.72 0.91
C -4.98 -5.27 5.00
O 2.08 -1.61 0.45
H 8.26 0.47 7.64
H 6.43 6.21 -1.21
H 7.43 1.05 5.33
H -4.75 -5.09 6.05
C -7.96 2.83 -1.47
H 7.40 -1.08 4.85
C 5.83 6.60 -0.38
H -4.29 1.46 6.07
H -8.31 -0.02 0.11
C -4.84 -6.84 -2.71
H 3.86 5.33 -1.54
H -5.37 -6.28 4.98
C 5.99 0.82 -6.49
O -2.82 -3.54 2.92
O 5.34 -1.06 5.25
O 8.34 -5.41 -1.14
C -6.91 -4.69 3.61
H 6.46 0.83 -7.47
H -6.49 -7.14 -1.28
H 5.69 -4.49 -1.25
H -6.58 -4.77 2.57
C 6.46 -4.11 -1.92
O -4.45 -0.01 -1.03
H -2.40 3.62 3.64
O -0.46 4.39 -6.91
C 7.23 0.78 7.50
C 4.62 0.05 5.34
C -2.19 5.56 -2.99
H -3.55 4.43 -4.27
C -4.84 2.39 5.92
H 8.30 -2.74 0.38
H -1.90 4.68 -2.42
H 6.79 -3.75 0.60
H 6.35 -4.64 -2.87
O -1.57 4.34 -4.93
O -6.68 -0.37 -1.22
C -5.58 0.41 -0.92
H 4.00 1.28 -7.27
O -4.95 -3.40 3.66
O 5.77 2.10 -0.08
H -6.07 -3.53 5.36
H -7.71 -3.95 3.51
H 6.11 -3.09 -2.10
H -2.89 6.12 -2.38
O 5.42 1.06 5.73
H 6.90 -1.48 6.50
H -5.24 -5.62 -4.59
H 7.17 1.82 7.82
H -4.64 -7.90 -2.64
C -4.74 4.49 6.74
O -2.11 5.88 -6.46
O 4.10 3.58 -0.63
O 0.44 0.40 0.47
H -7.47 3.77 -1.19
H -2.05 3.48 5.36
H 6.24 1.77 -6.01
C -2.95 6.21 -5.39
C 6.68 -0.85 5.63
C 7.81 -4.10 -1.24
H -1.28 6.16 -3.06
H 8.52 -3.53 -1.84
O 5.87 4.30 0.40
H -6.83 -7.30 -3.04
H 3.69 -0.99 -8.13
C -7.39 1.76 -0.49
C 5.25 3.22 -0.10
H -2.43 2.08 4.41
H -9.03 3.00 -1.39
O 9.56 -6.60 0.36
V 0.61 -1.13 -0.01
C 4.12 -0.89 -7.13
C -4.51 -6.28 -4.13
O 3.86 0.51 -5.36
O 3.48 0.16 5.01
H -7.80 2.66 -2.53
O -4.32 4.55 5.49
H 6.63 0.18 8.18
H 6.64 0.20 -5.87
H -7.58 2.07 0.54
H -4.82 3.28 3.95
C -1.29 4.87 -6.15
C 2.96 -0.43 -5.32
H 5.24 7.41 -0.81
C -3.80 -4.00 3.55
C 3.88 4.94 -0.52
C 8.89 -5.66 0.08
H -2.80 7.18 -4.91
C 5.02 5.45 0.29
C 7.82 -3.71 0.24
O -3.76 -5.11 4.26
H -5.82 2.00 5.66
C -6.30 -6.73 -2.27
C -5.79 -4.15 4.51
C -7.86 0.36 -0.81
C -2.69 5.11 -4.35
C 4.49 0.51 -6.67
H -7.39 -5.59 3.97
C -4.21 3.31 4.85
H 2.89 5.22 -0.17
O -2.02 -5.01 -2.04
O -3.35 -5.51 -3.86
C 6.75 0.58 6.04
O 2.20 -0.54 -4.34
O -3.96 -6.09 -1.86
H -3.96 6.03 -5.76
H -6.64 -5.69 -2.23
H 6.60 7.03 0.27
C -3.02 -5.52 -2.54
O 3.10 -1.29 -6.29
C -2.71 3.13 4.56
H -8.65 0.30 -1.55
H -4.23 -7.09 -4.81
```

Values from the calculation:
E_LUMO (Eh): -0.258
Total charge: +1
Energy relative to the best compared isomer or geometry (same formula, charge and spin) (kcal per mole): 215.6
Energy (hartree): -4529.8050
HOMO-LUMO gap (eV): 5.000